--- one ---
The following is a quantum chemistry calculation of an isolated molecule of C3H6N2S, from the OMol25 dataset.

HOMO ... -8.24 eV
SMILES string ... N/C=C\C=N/S
HOMO-LUMO gap ... 8.79 eV
LUMO level ... 0.0202 hartree

ORCA input file:
```
! RIJCOSX wB97M-V def2-TZVPD def2/J DEFGRID3
* xyz 0 1
N 0.24761 1.97053 -0.14699
C 1.03290 1.28806 0.70985
C 1.12617 -0.12133 0.67932
C 1.02830 -0.86323 -0.53071
N -0.08767 -1.23523 -1.02907
S -1.48314 -0.71363 0.03431
H -0.05994 1.81305 -1.05785
H -0.17099 3.04735 0.17228
H 1.26241 1.88150 1.73905
H 1.62528 -0.83923 1.51011
H 1.80727 -1.27777 -1.11346
H -0.97755 -0.17499 1.28254
*
```

--- two ---
The following is a quantum chemistry calculation of an isolated molecule of C3H6N2S, from the OMol25 dataset.

HOMO ... -7.78 eV
SMILES string ... NC(N)=CC=S
HOMO-LUMO gap ... 8.29 eV
LUMO level ... 0.0188 hartree

ORCA input file:
```
! RIJCOSX wB97M-V def2-TZVPD def2/J DEFGRID3
* xyz 0 1
N -0.10633 -1.43558 0.02846
C -0.52393 -0.16973 -0.00835
N -1.86982 0.04214 -0.10200
C 0.35751 0.92666 0.00756
C 1.75207 0.85723 -0.01568
S 2.78527 -0.46445 -0.02636
H -0.73700 -2.17537 -0.18934
H 0.89345 -1.59734 0.00532
H -2.50701 -0.68486 0.24802
H -2.18348 0.99605 0.06730
H -0.09582 1.90393 0.00126
H 2.23508 1.80132 -0.01617
*
```

Which structure wins on stability? two wins.